# 1
{"formula": "C14H19NO3", "method": "ωB97M-V/def2-TZVPD", "species": ["C", "C", "N", "C", "C", "C", "C", "C", "C", "C", "C", "H", "H", "H", "H", "H", "H", "H", "H", "H", "H", "H", "H", "H", "H", "H", "H", "H", "O", "C", "C", "C", "C", "O", "O", "H", "H"], "xyz": [[0.574000, 0.986260, -0.011834], [-0.598344, 0.362042, 0.394528], [-0.642706, -0.549244, 1.387340], [-1.827232, -1.335875, 1.677503], [-1.424223, -2.287405, 2.807073], [-0.017836, -1.866101, 3.268669], [0.460490, -0.768141, 2.306181], [-1.923321, 0.685436, -0.268107], [-1.794728, 1.803142, -1.309896], [-0.836084, 2.908666, -0.867159], [0.570135, 2.368321, -0.556893], [1.537803, 0.601918, 0.331969], [-2.668781, -0.692879, 1.985428], [-2.160425, -1.890969, 0.786893], [-2.154654, -2.242561, 3.619189], [-1.402976, -3.310394, 2.422122], [-0.034965, -1.483382, 4.292776], [0.670760, -2.714402, 3.231258], [1.368650, -1.078860, 1.768434], [0.715421, 0.153097, 2.858802], [-2.664645, 0.984618, 0.495089], [-2.340647, -0.214423, -0.754379], [-2.784650, 2.229541, -1.513215], [-1.436368, 1.369100, -2.252970], [-0.772231, 3.682735, -1.639684], [-1.219299, 3.384588, 0.044210], [1.191100, 2.407627, -1.464706], [1.064177, 3.049258, 0.157143], [3.945479, -2.561476, -2.990039], [3.173440, -1.653624, -2.796525], [1.764106, -1.594293, -2.395775], [1.367915, -0.306350, -2.297833], [2.524685, 0.535057, -2.657444], [2.642256, 1.747921, -2.692542], [3.586310, -0.305644, -2.955026], [1.184316, -2.488032, -2.207251], [0.363072, 0.084729, -2.203330]], "atomic_forces_ev_per_a": [[-1.366, -0.743, 1.575], [1.225, 1.318, -1.006], [0.028, -0.839, 0.354], [-0.298, -0.009, 0.009], [-0.066, -0.184, -0.110], [0.127, 0.036, 0.054], [0.189, -0.085, 0.016], [-0.163, 0.483, 0.208], [0.119, -0.006, -0.106], [0.125, -0.090, 0.335], [0.186, 0.521, -1.073], [-0.343, 0.183, 0.228], [0.216, -0.132, -0.071], [0.062, 0.118, 0.215], [0.150, -0.114, -0.097], [-0.057, 0.084, 0.171], [0.030, -0.134, -0.130], [-0.120, 0.113, 0.165], [-0.204, 0.046, 0.117], [-0.112, -0.092, -0.341], [0.258, -0.115, -0.182], [0.207, 0.197, 0.229], [0.151, -0.152, -0.038], [-0.037, 0.124, 0.036], [-0.049, -0.074, 0.158], [-0.170, -0.044, -0.136], [-0.338, 0.205, 0.348], [-0.116, -0.214, -0.147], [-1.397, 1.284, 0.295], [1.557, 0.007, -0.200], [-0.771, 0.448, 0.416], [-0.320, -1.317, -1.041], [1.101, 1.910, -0.128], [-0.040, -2.481, -0.309], [-0.203, -0.220, 0.133], [0.031, 0.110, -0.122], [0.410, -0.139, 0.177]], "homo_energy_ev": -7.20, "orbital_gap_ev": 6.2, "relative_energy_kj_mol": 277.0, "smiles": "C1=C(N2CCCC2)CCCC1.O=C1C=CC(=O)O1"}

***

# 2
{"formula": "C14H20BBr10F12O9P2V", "method": "ωB97M-V/def2-TZVPD", "species": ["O", "V", "P", "F", "F", "F", "F", "F", "F", "P", "F", "F", "F", "F", "F", "F", "O", "C", "O", "B", "O", "C", "O", "O", "C", "O", "C", "O", "O", "Br", "C", "C", "Br", "H", "H", "H", "H", "Br", "C", "C", "Br", "H", "H", "H", "H", "Br", "C", "C", "Br", "H", "H", "H", "H", "Br", "C", "C", "Br", "H", "H", "H", "H", "Br", "C", "C", "Br", "H", "H", "H", "H"], "xyz": [[-2.779036, 2.640892, 1.375726], [-2.250124, 1.312358, 0.721188], [0.361020, 1.030863, -0.268935], [0.710816, 1.313210, -1.808958], [1.306135, -0.257359, -0.169942], [1.383885, 2.141286, 0.347090], [-0.136557, 0.663051, 1.197660], [-0.757575, 2.224525, -0.376710], [-0.870001, 0.069112, -0.772640], [-4.822734, 1.574891, -1.353859], [-6.451857, 1.664573, -1.126871], [-4.898693, 1.811480, -2.982919], [-4.658110, 3.166774, -0.996409], [-3.265368, 1.513386, -1.447291], [-4.409580, 1.102428, 0.109190], [-5.095079, 0.025760, -1.642804], [-3.211463, -6.803631, -2.867888], [-3.562217, -5.683967, -2.442896], [-3.161414, -5.080967, -1.311267], [-3.963285, -3.834494, -1.163793], [-4.782995, -3.788653, -2.358656], [-4.648340, -4.872997, -3.082595], [-5.422587, -5.268105, -4.006660], [-3.103954, -2.615902, -1.040148], [-3.327754, -1.952052, 0.117666], [-2.844423, -0.821900, 0.421564], [-4.396816, -2.821292, 0.829150], [-4.724367, -3.878209, 0.139794], [-4.930502, -2.492205, 1.903703], [2.841302, 0.626481, 2.539765], [4.538876, 1.146503, 1.683598], [4.518586, 0.817898, 0.152104], [6.235304, 1.468713, -0.527213], [5.316358, 0.606499, 2.223985], [4.608222, 2.217779, 1.872454], [3.670846, 1.300347, -0.334391], [4.478301, -0.268344, 0.071132], [1.819734, -3.938758, -0.220968], [1.994650, -3.045892, -2.016542], [1.118005, -3.861701, -2.968579], [1.201642, -2.894947, -4.681871], [3.019614, -3.199089, -2.354322], [1.677078, -2.020244, -1.828745], [0.100430, -3.724238, -2.602875], [1.416953, -4.909883, -2.963232], [-0.822790, 6.058566, 3.175215], [0.732220, 5.130532, 2.260735], [1.479031, 4.243195, 3.311371], [0.215193, 2.693727, 3.732833], [1.295622, 6.003132, 1.930200], [0.536937, 4.605832, 1.325511], [1.717112, 4.737796, 4.253071], [2.440928, 3.912792, 2.919342], [1.912469, 3.638953, -3.930220], [3.501712, 3.256400, -2.850440], [3.731356, 4.118186, -1.554193], [4.196646, 6.051535, -2.097531], [4.367733, 3.443013, -3.485492], [3.394340, 2.172249, -2.816030], [4.572166, 3.681198, -1.015523], [2.952179, 4.046539, -0.795349], [-0.722886, -2.109513, 5.751667], [0.776160, -2.785369, 4.610224], [0.643596, -2.214799, 3.167010], [-1.194887, -2.854188, 2.520428], [0.491023, -3.837300, 4.595489], [1.703323, -2.646298, 5.166229], [1.467378, -2.613532, 2.574989], [0.770514, -1.136630, 3.264680]], "atomic_forces_ev_per_a": [[1.470, -2.721, -0.567], [-2.427, 0.910, -0.897], [2.319, -1.458, -3.332], [0.712, 0.087, 1.184], [0.501, 1.069, -0.349], [-0.484, -1.145, -0.986], [-1.776, 0.694, 2.296], [-1.306, 1.057, 0.897], [0.014, 0.211, -0.069], [-4.306, 0.611, -3.425], [1.678, 0.795, 0.398], [-0.090, 0.645, 1.621], [-0.565, -1.075, -0.112], [4.632, -0.135, -2.028], [-1.671, 0.063, 4.494], [0.868, -0.759, -0.282], [-0.589, 3.499, 1.550], [1.549, -4.112, -0.648], [-0.332, 0.107, -0.870], [0.432, -0.799, 0.345], [-0.618, 0.961, 0.106], [-3.739, -1.590, -3.129], [3.323, 1.858, 3.410], [0.241, 1.907, 2.091], [0.644, 0.673, -2.326], [-1.121, -2.619, -0.087], [-2.226, 1.401, 4.089], [0.964, 0.652, -1.172], [1.783, -0.633, -2.655], [0.725, -0.083, -0.012], [-0.502, -0.050, -0.711], [0.111, 0.007, 2.106], [-0.372, -0.194, -0.161], [-0.048, 0.122, -0.265], [0.157, -0.160, -0.122], [0.338, -0.035, -0.140], [0.045, 0.196, -0.453], [0.226, 0.350, -0.602], [0.002, -1.350, 0.211], [-0.453, 1.563, 1.105], [0.062, -0.646, 0.228], [0.079, 0.571, 0.492], [0.182, -0.227, -0.355], [-0.102, -0.459, -0.412], [-0.049, 0.240, -0.612], [0.759, -0.858, -0.923], [0.513, 0.537, 1.334], [-1.269, 0.232, -0.825], [1.124, 1.071, -0.054], [0.417, -0.105, 0.431], [-0.862, -0.266, 0.450], [-0.577, 0.029, -0.082], [-0.332, -0.642, -0.255], [0.218, 0.456, 0.294], [0.297, 0.870, -0.032], [-0.097, -0.741, -0.997], [-0.552, -1.879, 0.742], [-0.189, 0.065, -0.116], [0.252, 0.114, 1.131], [0.534, 0.443, -0.459], [-0.536, 0.712, -0.558], [0.815, 0.159, -0.058], [-1.684, -0.453, -0.389], [-0.229, -0.729, 1.895], [1.904, 0.770, 0.123], [0.501, -0.005, -0.054], [-0.056, 0.352, -0.395], [-0.485, -0.136, -0.419], [-0.747, 0.006, -0.626]], "homo_energy_ev": [-7.82, -7.82], "spin_multiplicity": 2, "orbital_gap_ev": [6.7, 7.2], "total_charge": -1}